The following is a quantum chemistry calculation of a molecular structure, C39H61BN9O6P2Tl, from OMol25.

```
119
Properties=species:S:1:pos:R:3:forces:R:3
Tl -0.399 0.042 0.531 0.14 -0.15 0.17
C -0.911 2.744 3.286 -0.07 -0.10 -0.03
C -2.205 2.030 3.038 -0.06 0.00 0.09
C -3.400 2.094 3.775 0.05 0.08 0.01
C -4.252 1.195 3.159 0.03 0.09 -0.02
C -5.665 0.857 3.517 0.08 -0.02 -0.08
N -3.583 0.650 2.122 -0.08 -0.04 0.02
N -2.330 1.159 2.048 -0.12 0.04 -0.03
B -4.070 -0.479 1.178 0.16 -0.04 -0.03
N -3.336 -1.817 1.483 -0.11 0.11 -0.04
N -2.001 -1.971 1.287 -0.15 0.09 0.06
C -1.704 -3.224 1.586 -0.05 -0.11 0.06
C -0.300 -3.736 1.484 -0.10 0.09 -0.01
C -2.866 -3.911 1.987 0.07 -0.01 0.03
C -3.881 -2.978 1.906 0.06 -0.09 -0.05
C -5.337 -3.167 2.193 0.06 0.07 -0.03
N -3.862 -0.096 -0.308 -0.08 0.00 -0.05
N -2.624 0.057 -0.844 -0.05 0.08 -0.11
C -2.776 0.195 -2.154 0.04 -0.15 -0.01
C -1.593 0.362 -3.058 -0.07 0.03 0.09
C -4.141 0.124 -2.484 0.05 -0.01 -0.14
C -4.798 -0.054 -1.282 0.01 -0.17 0.06
C -6.264 -0.192 -1.032 0.00 -0.04 0.13
H -1.046 3.518 4.041 0.03 0.02 -0.02
H -0.152 2.044 3.646 -0.01 0.04 0.01
H -0.524 3.206 2.375 -0.01 0.02 0.05
H -3.617 2.709 4.637 0.02 -0.04 -0.05
H -5.987 1.489 4.343 0.00 -0.01 0.01
H -6.338 1.017 2.673 0.01 -0.01 0.02
H -5.764 -0.186 3.823 0.00 0.03 -0.01
H -5.241 -0.644 1.373 0.06 0.01 -0.03
H 0.363 -2.961 1.092 0.00 -0.05 0.03
H 0.071 -4.046 2.464 0.01 0.01 -0.02
H -0.254 -4.604 0.823 0.03 0.00 -0.01
H -2.953 -4.941 2.298 -0.01 0.06 -0.03
H -5.511 -4.201 2.486 -0.01 0.00 0.01
H -5.681 -2.518 3.001 0.01 -0.02 -0.03
H -5.948 -2.950 1.314 0.01 -0.01 0.04
H -0.729 -0.172 -2.656 -0.01 0.03 -0.04
H -1.819 -0.029 -4.051 0.01 -0.01 0.01
H -1.316 1.414 -3.160 -0.04 -0.04 -0.01
H -4.590 0.201 -3.463 0.03 -0.02 0.07
H -6.807 -0.031 -1.962 0.00 -0.01 -0.01
H -6.513 -1.185 -0.654 0.01 0.00 -0.04
H -6.610 0.540 -0.301 0.06 -0.01 -0.08
C 5.119 -1.185 -4.077 -0.12 -0.05 0.09
C 3.932 -0.237 -4.097 0.08 0.02 0.02
C 4.337 1.192 -3.777 -0.09 -0.01 0.05
O 2.828 -0.618 -3.240 0.18 -0.05 0.06
P 2.706 -1.539 -1.940 -0.03 0.00 -0.24
O 1.335 -1.408 -1.435 0.13 -0.02 0.01
C 4.078 -1.088 -0.859 -0.30 0.04 0.12
P 3.868 -1.254 0.940 0.27 -0.15 -0.06
O 2.520 -1.241 1.505 -0.17 -0.07 0.01
O 4.848 -0.131 1.487 0.15 -0.10 0.12
C 4.568 1.256 1.796 -0.19 0.21 -0.03
C 5.531 2.100 0.985 0.06 -0.06 -0.06
C 3.121 1.660 1.569 0.02 -0.10 0.01
O 4.710 -2.581 1.158 -0.02 0.08 0.16
C 4.652 -3.385 2.378 -0.14 0.02 0.07
C 4.785 -2.539 3.634 -0.04 0.06 -0.18
C 3.394 -4.234 2.372 0.03 0.05 -0.06
O 3.144 -3.013 -2.351 -0.14 0.03 -0.16
C 2.213 -3.795 -3.167 -0.08 -0.12 0.05
C 1.232 -4.526 -2.271 0.04 0.07 0.08
C 3.045 -4.739 -4.007 0.05 0.04 0.03
H 5.795 -0.919 -4.890 0.00 0.02 0.03
H 4.804 -2.217 -4.213 0.02 -0.02 -0.02
H 5.673 -1.114 -3.139 0.02 0.01 -0.04
H 3.496 -0.249 -5.095 -0.06 -0.06 -0.05
H 4.810 1.259 -2.794 0.00 0.01 -0.04
H 3.464 1.845 -3.791 0.05 -0.01 -0.01
H 5.051 1.548 -4.522 -0.01 -0.01 0.03
H 4.313 -0.044 -1.068 0.04 0.00 0.06
H 4.942 -1.708 -1.095 0.03 0.10 -0.14
H 4.809 1.369 2.855 -0.01 -0.08 0.04
H 5.279 2.057 -0.080 0.01 0.02 0.07
H 6.554 1.744 1.116 -0.03 0.04 -0.01
H 5.474 3.139 1.311 0.01 -0.02 -0.04
H 2.831 1.527 0.522 -0.01 0.05 0.05
H 3.002 2.714 1.827 0.03 0.00 -0.04
H 2.440 1.066 2.176 0.00 0.05 -0.04
H 5.526 -4.027 2.287 0.07 -0.01 -0.06
H 3.887 -1.935 3.786 0.04 -0.02 0.01
H 5.650 -1.879 3.566 -0.01 -0.02 0.03
H 4.911 -3.197 4.495 -0.01 0.01 -0.01
H 2.509 -3.599 2.433 0.03 -0.03 0.02
H 3.409 -4.913 3.228 -0.01 0.02 -0.04
H 3.336 -4.825 1.456 0.00 0.02 0.05
H 1.664 -3.106 -3.816 0.04 0.07 0.02
H 1.759 -5.248 -1.641 -0.03 0.03 -0.04
H 0.505 -5.058 -2.887 0.03 -0.02 0.03
H 0.699 -3.820 -1.635 0.01 -0.03 -0.02
H 3.660 -5.366 -3.358 -0.03 0.00 -0.04
H 3.698 -4.201 -4.694 0.00 0.00 0.02
H 2.385 -5.380 -4.593 0.03 -0.01 0.01
C 1.345 4.118 -2.259 0.00 0.00 0.00
C 1.027 2.802 -1.972 -0.16 0.13 0.00
N 0.078 2.478 -1.092 0.10 -0.04 -0.05
C -0.582 3.445 -0.478 -0.05 -0.25 0.10
C -0.366 4.800 -0.716 -0.05 0.10 0.05
C 0.633 5.128 -1.620 0.11 0.02 0.01
C -1.107 5.834 0.032 0.10 -0.05 -0.02
C -2.377 5.823 0.442 -0.06 -0.14 0.00
C -3.433 4.819 0.186 -0.01 -0.02 0.01
C -4.529 4.757 1.039 0.01 0.05 0.08
C -5.478 3.783 0.787 0.03 -0.09 -0.05
N -5.384 2.940 -0.238 0.03 0.16 0.06
C -4.313 3.100 -1.015 0.11 0.12 0.02
N -3.338 3.989 -0.857 -0.15 0.09 -0.03
H 2.132 4.358 -2.963 -0.03 -0.02 -0.01
H 1.520 1.964 -2.460 0.03 0.07 0.03
H -1.324 3.123 0.250 0.11 0.02 -0.08
H 0.861 6.168 -1.825 -0.02 -0.01 0.01
H -0.507 6.692 0.329 -0.06 0.01 -0.07
H -2.700 6.645 1.072 0.00 0.03 -0.03
H -4.626 5.435 1.876 0.00 -0.04 0.00
H -6.345 3.667 1.429 0.00 0.02 0.02
H -4.223 2.425 -1.859 0.00 0.09 0.07
```
Positions in Å, forces in eV/Å.

Computed properties:
electronic energy: -91085.3288 eV
frontier orbital gap: 7.60 eV
net charge: 0
LUMO energy: 0.10 eV

Mulliken population analysis, charges in e, atoms 1 to 99: number 1, Tl, carries 1.17; number 2, C, carries -1.13; number 3, C, carries 0.18; number 4, C, carries -1.43; number 5, C, carries 0.96; number 6, C, carries -1.50; number 7, N, carries 0.59; number 8, N, carries 0.55; number 9, B, carries -0.92; number 10, N, carries 0.35; number 11, N, carries 0.07; number 12, C, carries 0.30; number 13, C, carries -1.00; number 14, C, carries -1.52; number 15, C, carries 1.10; number 16, C, carries -1.30; number 17, N, carries 0.32; number 18, N, carries 0.86; number 19, C, carries 0.81; number 20, C, carries -1.21; number 21, C, carries -2.08; number 22, C, carries 1.24; number 23, C, carries -1.58; number 24, H, carries 0.36; number 25, H, carries 0.19; number 26, H, carries 0.09; number 27, H, carries 0.49; number 28, H, carries 0.41; number 29, H, carries 0.18; number 30, H, carries 0.18; number 31, H, carries -0.12; number 32, H, carries -0.08; number 33, H, carries 0.35; number 34, H, carries 0.33; number 35, H, carries 0.46; number 36, H, carries 0.33; number 37, H, carries 0.18; number 38, H, carries 0.19; number 39, H, carries 0.03; number 40, H, carries 0.40; number 41, H, carries 0.07; number 42, H, carries 0.42; number 43, H, carries 0.40; number 44, H, carries 0.24; number 45, H, carries 0.22; number 46, C, carries -1.03; number 47, C, carries 0.55; number 48, C, carries -1.24; number 49, O, carries -0.35; number 50, P, carries 0.04; number 51, O, carries 0.09; number 52, C, carries 0.08; number 53, P, carries 0.20; number 54, O, carries -0.19; number 55, O, carries -0.48; number 56, C, carries 0.48; number 57, C, carries -1.35; number 58, C, carries -0.98; number 59, O, carries -0.40; number 60, C, carries 0.45; number 61, C, carries -1.29; number 62, C, carries -0.97; number 63, O, carries -0.30; number 64, C, carries 0.68; number 65, C, carries -1.12; number 66, C, carries -1.54; number 67, H, carries 0.50; number 68, H, carries 0.06; number 69, H, carries 0.19; number 70, H, carries 0.41; number 71, H, carries 0.15; number 72, H, carries 0.21; number 73, H, carries 0.49; number 74, H, carries -0.28; number 75, H, carries 0.46; number 76, H, carries 0.36; number 77, H, carries 0.10; number 78, H, carries 0.37; number 79, H, carries 0.45; number 80, H, carries 0.03; number 81, H, carries 0.55; number 82, H, carries 0.24; number 83, H, carries 0.33; number 84, H, carries 0.21; number 85, H, carries 0.30; number 86, H, carries 0.51; number 87, H, carries -0.04; number 88, H, carries 0.51; number 89, H, carries 0.30; number 90, H, carries 0.29; number 91, H, carries 0.31; number 92, H, carries 0.49; number 93, H, carries 0.00; number 94, H, carries 0.30; number 95, H, carries 0.38; number 96, H, carries 0.44; number 97, C, carries -0.62; number 98, C, carries -0.50; number 99, N, carries 0.55